Record 1
Computed, not measured: a cluster of 4 separate species, C28H35F24INO10P2S in total, with ωB97M-V/def2-TZVPD.

```
102
Properties=species:S:1:pos:R:3:mulliken_charge:R:1
C 5.06399 -0.89711 2.01215 -0.54
C 4.01395 -0.09180 1.91086 -0.99
C 2.66712 0.84823 1.92581 2.34
C 2.08220 0.52001 3.39067 -0.92
C 0.99198 1.56195 3.94533 0.62
C 0.87055 3.12153 3.56747 -0.78
N 0.11881 1.07775 4.85079 -0.79
O 3.19640 2.18391 1.66247 -0.49
P 2.81296 2.84523 0.06980 -0.01
O 4.46545 2.47794 -0.29769 -0.48
P 2.51822 3.47494 -2.05704 0.64
O 1.82166 5.04078 -2.20201 -0.55
O 1.57145 2.22533 -2.82916 -0.49
S 4.23341 3.51892 -3.03211 -0.51
O 2.11799 1.33015 -0.47393 -0.17
C 1.78393 0.39221 0.60465 -0.83
I 2.43337 -1.50852 -0.36240 -0.02
C 0.20446 0.10412 0.80605 -0.49
C -0.77235 1.29598 0.32261 0.32
C -2.17590 0.61817 -0.17123 -0.40
C -3.47624 1.20063 0.59103 0.33
O -3.67850 2.45891 0.62517 -0.53
O -4.40857 0.23896 1.17858 -0.36
C -5.36365 -0.20340 0.13521 -0.18
C -4.76576 -1.39902 -0.78987 -0.75
H 5.65767 -1.86498 2.23513 0.29
H 1.57825 -0.52993 3.41703 0.26
H 2.96796 0.46318 4.13204 0.52
H 1.05000 3.31483 2.44284 0.05
H -0.20128 3.53139 3.78711 0.37
H 1.59096 3.70846 4.25050 0.25
H -0.52391 1.82603 5.16436 0.30
H 3.26467 4.19292 0.41473 0.00
H 1.43026 3.17338 0.36494 -0.15
H 5.00840 3.21722 0.08761 0.37
H 1.08830 5.18874 -1.55416 0.33
H 1.00068 2.62952 -3.52940 0.28
H -0.07098 -0.82498 0.15856 0.36
H -0.09959 -0.17052 1.88441 0.07
H -0.37090 1.93149 -0.54677 -0.03
H -0.97233 2.03845 1.19877 0.13
H -2.19916 -0.53325 -0.00873 0.05
H -2.35279 0.77018 -1.31332 0.32
H -5.61007 0.76015 -0.47132 0.21
H -6.33694 -0.59713 0.63448 0.29
H -5.58020 -2.12864 -1.18014 0.35
H -3.92386 -1.97840 -0.24202 0.15
H -4.24946 -0.87516 -1.69535 0.22
C -3.74243 -6.99069 -4.60281 -0.69
C -5.27193 -6.95433 -4.41105 0.87
C -5.95793 -5.64988 -4.81207 0.10
F -5.52633 -4.59664 -4.09292 -0.18
F -7.29783 -5.73360 -4.59948 -0.28
F -5.56435 -7.28898 -3.12961 -0.27
F -5.79351 -7.95511 -5.18462 -0.33
O -2.94135 -6.73016 -3.44409 -0.41
C -2.68966 -5.36971 -3.13713 0.77
C -3.30037 -4.94327 -1.79636 0.20
F -4.64124 -5.11625 -1.78047 -0.23
F -3.07383 -3.62611 -1.56083 -0.22
F -3.08635 -4.59501 -4.16760 -0.27
F -1.34202 -5.24777 -3.07829 -0.29
H -3.49454 -8.02257 -4.86966 0.40
H -3.41649 -6.39810 -5.46437 0.33
H -5.80430 -5.43326 -5.87243 0.27
H -2.87474 -5.51954 -0.97196 0.23
C -7.05267 6.04501 0.54675 -0.76
C -5.74117 5.94820 -0.25789 0.88
C -4.52190 5.46172 0.52240 0.24
F -4.20464 6.27980 1.54658 -0.23
F -3.42922 5.41779 -0.28304 -0.29
F -5.49977 7.14419 -0.85318 -0.29
F -5.96480 5.06427 -1.27753 -0.32
O -7.40879 7.34105 1.04656 -0.42
C -6.83388 7.72768 2.28195 0.78
C -5.90673 8.94242 2.14816 0.20
F -4.89055 8.70306 1.29153 -0.20
F -5.34467 9.25398 3.34438 -0.26
F -6.23116 6.66455 2.85036 -0.26
F -7.87566 8.04160 3.09238 -0.30
H -7.85723 5.80126 -0.15381 0.43
H -7.12224 5.27614 1.32352 0.35
H -4.68157 4.45541 0.91747 0.27
H -6.45624 9.81469 1.78721 0.23
C 9.69700 -4.55875 -0.77579 -0.70
C 8.31359 -4.89615 -0.18474 0.84
C 7.58034 -3.73593 0.48510 0.16
F 8.25807 -3.23484 1.53630 -0.22
F 6.37950 -4.14876 0.96762 -0.27
F 8.43953 -5.95132 0.65954 -0.27
F 7.53687 -5.33927 -1.21937 -0.33
O 10.83850 -4.88344 0.02870 -0.41
C 11.22289 -3.93027 1.00363 0.76
C 11.09281 -4.46416 2.43579 0.20
F 9.82479 -4.83547 2.71711 -0.20
F 11.42985 -3.50837 3.33907 -0.25
F 10.54313 -2.78372 0.80477 -0.26
F 12.52275 -3.64128 0.74569 -0.30
H 9.81012 -5.18956 -1.66275 0.41
H 9.74743 -3.53405 -1.15906 0.35
H 7.39062 -2.92605 -0.22426 0.26
H 11.74166 -5.32919 2.59008 0.23
```

Its total energy is -5670.30246 hartree. As for the largest force on an atom: 7.03 eV/Å. The calculation puts the lowest unoccupied orbital energy at 0.0633 Eh. The highest occupied orbital energy comes out at -4.672 eV. The total charge is -1.


Record 2
Computed, not measured: the molecule C18H19Cl4NO4, with ωB97M-V/def2-TZVPD.

```
46
Properties=species:S:1:pos:R:3:nbo_charge:R:1
Cl 1.71960 0.86118 1.58489 0.01
C 0.35514 1.82762 1.99815 -0.09
C 0.48335 2.91551 2.84366 -0.17
Cl 2.02908 3.47602 3.33430 0.03
C -0.65389 3.77061 3.23391 0.43
O -0.54175 4.88298 3.72518 -0.58
C -1.94861 3.14798 2.89110 -0.19
Cl -3.33751 3.90199 3.54852 0.04
C -2.06997 2.08136 2.01781 -0.09
Cl -3.64482 1.54794 1.57774 0.04
C -0.90973 1.49613 1.39786 0.19
O -0.93981 1.03451 0.16614 -0.50
C -0.60328 2.43807 -3.44922 -0.26
O 0.46620 1.86185 -2.68496 -0.49
C 0.34530 0.53787 -2.51773 0.81
O -0.54446 -0.12059 -3.02880 -0.61
C 1.44795 -0.02001 -1.64127 -0.16
C 2.71828 -0.30726 -2.46674 -0.40
C 2.97686 -1.80108 -2.31864 -0.41
C 2.07282 -2.30458 -1.18763 -0.22
N 1.05930 -1.27762 -1.01725 -0.34
C 0.16604 -1.35586 -0.00572 0.49
C -1.09747 -0.64382 -0.08761 -0.09
C -2.31383 -1.28946 0.58371 -0.46
C -2.04299 -2.35076 1.63357 -0.40
C -0.62256 -2.26913 2.17952 -0.40
C 0.39264 -2.39298 1.03792 -0.49
H -0.35123 3.49094 -3.45895 0.20
H -0.60841 2.04900 -4.46472 0.19
H -1.57244 2.25063 -2.97187 0.21
H 1.64183 0.71050 -0.84166 0.27
H 2.61702 0.02272 -3.51642 0.24
H 3.52772 0.28716 -2.00880 0.23
H 2.70667 -2.32494 -3.25105 0.22
H 4.03321 -1.99627 -2.06718 0.23
H 1.62985 -3.27690 -1.46119 0.22
H 2.70111 -2.43405 -0.28273 0.21
H -1.35101 -0.53193 -1.14055 0.27
H -2.90435 -0.49477 1.03434 0.26
H -2.92869 -1.77305 -0.18927 0.22
H -2.76860 -2.26295 2.44764 0.22
H -2.21877 -3.32006 1.14756 0.19
H -0.49584 -1.31523 2.71085 0.22
H -0.40078 -3.04005 2.93040 0.23
H 0.37107 -3.40682 0.60574 0.24
H 1.40980 -2.28241 1.42946 0.24
```

Its total energy is -2893.67100 hartree. As for the largest force on an atom: 2.14 eV/Å. The calculation puts the lowest unoccupied orbital energy at -0.0662 Eh. The highest occupied orbital energy comes out at -6.508 eV. As for the energy relative to the best compared isomer or geometry (same formula, charge and spin): 68.9 kJ/mol.


Record 3
Computed, not measured: a cluster of 3 separate species, C2H5I2NS in total, with ωB97M-V/def2-TZVPD.

```
11
Properties=species:S:1:pos:R:3:nbo_charge:R:1
C 0.65495 -1.61212 1.41127 -0.40
C 0.31587 -0.64058 2.23675 -0.37
N -0.28415 1.15853 -0.41884 -0.64
S 0.90630 0.43944 -0.76255 0.88
I 1.69965 0.27074 -3.14916 -0.26
I -1.70079 2.83865 -3.33157 -0.10
H -3.28648 2.36816 -3.37059 0.10
H 0.11427 -1.97485 0.55306 0.20
H 1.53382 -2.14984 1.62859 0.19
H -0.70132 -0.30899 2.07603 0.19
H 0.74788 -0.38913 3.12700 0.20
```

Its total energy is -1127.41837 hartree. As for the largest force on an atom: 3.94 eV/Å. The calculation puts the lowest unoccupied orbital energy at -0.0534 Eh. The highest occupied orbital energy comes out at -9.325 eV. As for the energy relative to the best compared isomer or geometry (same formula, charge and spin): 251.4 kJ/mol.


Record 4
Computed, not measured: the molecule C17H18ClNO2, with ωB97M-V/def2-TZVPD.

```
39
Properties=species:S:1:pos:R:3:nbo_charge:R:1
C 2.42368 -3.32000 6.47973 -0.25
H 2.52464 -4.17444 7.14671 0.20
O 1.51578 -3.72337 5.48026 -0.48
C 1.19563 -2.85231 4.49674 0.34
C 1.69151 -1.55495 4.38050 -0.32
C 1.28738 -0.76198 3.32729 -0.13
C 0.38263 -1.22017 2.36871 -0.15
C -0.10801 -2.52374 2.49222 -0.18
C 0.29370 -3.32365 3.53542 -0.26
H -0.07492 -4.33209 3.63812 0.23
H -0.79819 -2.92424 1.76681 0.22
C 0.00912 -0.29751 1.27852 0.57
O 0.56075 0.77586 1.13984 -0.57
C -1.09064 -0.75363 0.33614 -0.52
C -1.54194 0.34871 -0.62435 -0.21
N -0.46900 0.68326 -1.52980 -0.63
C -0.64356 1.43914 -2.66445 0.27
C -1.87907 1.63755 -3.28456 -0.30
C -1.96521 2.34010 -4.47100 -0.17
C -0.85017 2.87902 -5.09679 -0.10
C 0.37455 2.67941 -4.46531 0.01
C 0.48898 1.98391 -3.28124 -0.30
H 1.45826 1.85632 -2.82325 0.22
Cl 1.81544 3.32879 -5.17936 -0.01
C -0.95157 3.64138 -6.38082 -0.62
H -0.57608 4.65619 -6.25163 0.22
H -0.35060 3.16464 -7.15476 0.22
H -1.98384 3.68925 -6.71740 0.21
H -2.93507 2.47909 -4.92687 0.21
H -2.78294 1.24872 -2.84366 0.21
H 0.39493 0.87377 -1.03851 0.40
H -2.39186 -0.02119 -1.20269 0.20
H -1.87162 1.22336 -0.04191 0.19
H -1.94481 -1.09358 0.92358 0.23
H -0.71046 -1.59923 -0.24221 0.24
H 1.66802 0.24374 3.22807 0.24
H 2.38907 -1.15916 5.10142 0.22
H 2.04338 -2.46320 7.04422 0.18
H 3.40211 -3.07378 6.05627 0.18
```

Its total energy is -1324.03612 hartree. As for the largest force on an atom: 0.61 eV/Å. Its SMILES is COc1ccc(C(=O)CCNc2ccc(C)c(Cl)c2)cc1. The calculation puts the lowest unoccupied orbital energy at 0.0105 Eh. The highest occupied orbital energy comes out at -7.584 eV. As for the energy relative to the best compared isomer or geometry (same formula, charge and spin): 0.0 kJ/mol.


Which of these has the lowest lowest unoccupied orbital energy? C18H19Cl4NO4